Formula: C41H35ClLaN2Si2
Source: the Open Molecules 2025 dataset
Level of theory: ωB97M-V with the def2-TZVPD basis set

Results
**Gap between HOMO and LUMO (alpha / beta)**: 5.66 / 6.03 eV
**LUMO energy (alpha / beta)**: -3.4 / -3.4 eV
**HOMO energy (alpha / beta)**: -9.07 / -9.38 eV
**Charge**: +1

XYZ file:
```
82
C41H35ClLaN2Si2 | the Open Molecules 2025 dataset | ωB97M-V with the def2-TZVPD basis set
C -2.1984 -1.1733 4.2238
C -2.8877 -0.6636 3.0820
C -2.8932 -1.6861 2.0916
H -3.4066 0.2878 3.0304
C -2.1925 -2.8147 2.6082
C -1.7572 -2.4961 3.9219
H -1.2926 -3.1742 4.6276
H -2.1506 -0.6982 5.2028
H -3.4138 -1.6487 1.1341
H -2.0995 -3.7907 2.1344
La -0.2022 -0.7083 2.1234
Si -1.3077 -0.8928 -3.3963
C -0.8793 0.5794 -4.5079
C 0.4098 0.7254 -5.0653
H 1.1767 -0.0476 -4.9067
C 0.7130 1.8207 -5.8822
H 1.7164 1.8969 -6.3216
C -0.2278 2.8243 -6.0736
H 0.0476 3.7300 -6.6205
C -1.5077 2.6901 -5.5391
H -2.2727 3.4616 -5.7043
C -1.8194 1.5791 -4.7502
H -2.8045 1.4880 -4.2939
C -0.5485 -2.2058 -4.5850
C -0.8839 -2.0834 -5.9582
H -1.7389 -1.4648 -6.2363
C -0.1118 -2.6749 -6.9550
H -0.3741 -2.5053 -8.0009
C 0.9782 -3.4754 -6.5948
H 1.6059 -3.9043 -7.3674
C 1.2149 -3.7474 -5.2452
H 1.9974 -4.4564 -4.9495
C 0.4382 -3.1453 -4.2436
H 0.6144 -3.3940 -3.2018
H -2.7692 -1.0689 -3.2321
Si 1.7552 1.3918 -2.6235
C 1.0158 -0.1525 -1.8601
C -0.4755 -0.4230 -1.7885
H -1.0968 0.4624 -1.5111
C -0.8741 -1.7319 -1.2415
H -1.8101 -2.2205 -1.5282
C -0.0102 -2.3956 -0.3899
H -0.3992 -3.2749 0.1368
C 1.3220 -1.9707 -0.2665
H 1.9530 -2.4185 0.5001
C 1.8396 -0.9945 -1.1400
H 2.9128 -0.8572 -1.1753
C 0.6138 2.6934 -1.9317
C -0.0814 2.5318 -0.7065
H 0.3358 1.8267 0.0304
C -1.2700 3.2238 -0.4648
H -1.8920 2.9674 0.4189
C -1.6267 4.2434 -1.3644
H -2.5301 4.8177 -1.1712
C -0.8224 4.5468 -2.4709
H -1.0973 5.3674 -3.1305
C 0.3222 3.8080 -2.7357
H 0.9713 4.0483 -3.5807
H 2.9969 1.6372 -2.0247
Cl 1.8984 0.7850 1.6100
C 2.6611 -2.9825 5.4590
C 1.7704 -2.6893 4.4172
N 1.1797 -1.4784 4.2736
C 1.3481 -0.5625 5.2787
C 2.1765 -0.8330 6.4191
C 2.8505 -2.0619 6.4755
C 2.3150 0.1490 7.4465
C 1.6726 1.3513 7.3601
C 0.8356 1.6756 6.2534
C 0.1973 2.9167 6.1330
C -0.6101 3.1580 5.0415
C -0.7858 2.1642 4.0806
N -0.1348 0.9834 4.1315
C 0.6620 0.7225 5.2045
H 3.1660 -3.9515 5.4458
H 1.5044 -3.4314 3.6541
H 3.5205 -2.2667 7.3114
H 2.9621 -0.0899 8.2968
H 1.8118 2.1013 8.1386
H 0.3728 3.6673 6.8998
H -1.1310 4.1002 4.9069
H -1.4683 2.2829 3.2332
```

=====

Formula: C41H35N3OPPtS3
Source: the Open Molecules 2025 dataset
Level of theory: ωB97M-V with the def2-TZVPD basis set

Results
**Gap between HOMO and LUMO**: 7.50 eV
**LUMO energy**: -3.2 eV
**HOMO energy**: -10.71 eV
**Charge**: +1

XYZ file:
```
85
C41H35N3OPPtS3 | the Open Molecules 2025 dataset | ωB97M-V with the def2-TZVPD basis set
Pt 0.0959 -0.0506 1.2057
S 1.8515 -0.5557 2.7560
C 0.8724 -1.9737 2.9088
N -0.1532 -1.9979 2.0826
C -1.0818 -2.9683 2.4401
C -2.3487 -3.1601 1.9062
C -3.1160 -4.2051 2.3828
C -2.6362 -5.0607 3.3787
C -1.3891 -4.8583 3.9410
C -0.6290 -3.7924 3.4754
S 0.9168 -3.2356 4.0736
H -2.7256 -2.4720 1.1646
H -4.1098 -4.3578 1.9833
H -3.2550 -5.8741 3.7314
H -1.0242 -5.4967 4.7340
C -3.8832 -1.6634 -2.7348
C -3.1059 -2.4585 -1.6972
N -1.6664 -2.4398 -1.9560
C -1.1950 -3.4813 -2.8828
C -0.7270 -4.7188 -2.1356
C -0.8161 -1.5525 -1.4475
S -1.5232 -0.2335 -0.4867
N 0.4460 -1.6496 -1.8565
C 1.5003 -1.0191 -1.3615
O 1.6147 -0.4754 -0.2293
C 2.7055 -0.9054 -2.2258
C 2.6573 -1.2560 -3.5726
C 3.7760 -1.0842 -4.3718
C 4.9451 -0.5683 -3.8273
C 4.9966 -0.2206 -2.4838
C 3.8788 -0.3844 -1.6821
H -4.9527 -1.7389 -2.5391
H -3.6987 -2.0371 -3.7425
H -3.6015 -0.6102 -2.7013
H -3.4118 -3.5054 -1.6983
H -3.2853 -2.0686 -0.7020
H -0.3878 -3.0687 -3.4805
H -2.0318 -3.7119 -3.5419
H 0.1206 -4.4739 -1.4960
H -0.4137 -5.4867 -2.8427
H -1.5241 -5.1343 -1.5170
H 1.7403 -1.6569 -3.9817
H 3.7390 -1.3541 -5.4188
H 5.8190 -0.4386 -4.4523
H 5.9093 0.1779 -2.0608
H 3.9038 -0.1083 -0.6346
C 4.8876 3.4994 0.6973
C 4.0633 3.9295 -0.3297
C 2.7470 3.4964 -0.3949
C 2.2517 2.6126 0.5638
C 3.0792 2.2120 1.6115
C 4.3909 2.6481 1.6755
P 0.5187 2.1038 0.5399
C -0.1117 2.4653 -1.1075
C -1.4006 2.9714 -1.2554
C -1.9416 3.1211 -2.5223
C -1.2056 2.7551 -3.6405
C 0.0779 2.2441 -3.4952
C 0.6272 2.0988 -2.2320
C -0.4273 3.0278 1.7330
C -0.4317 4.3989 1.7787
C -1.2252 5.0591 2.7318
C -1.9665 4.3257 3.6188
C -1.9488 2.9115 3.6137
C -2.6404 2.1580 4.5943
C -2.5101 0.8043 4.6158
C -1.7252 0.1305 3.6479
C -1.0914 0.8037 2.6439
C -1.1777 2.2357 2.6367
H 5.9133 3.8401 0.7467
H 4.4409 4.6066 -1.0841
H 2.1133 3.8474 -1.1979
H 2.6976 1.5769 2.3911
H 5.0235 2.3290 2.4929
H -1.9817 3.2479 -0.3843
H -2.9406 3.5204 -2.6356
H -1.6316 2.8709 -4.6284
H 0.6543 1.9592 -4.3657
H 1.6230 1.6860 -2.1265
H 0.1726 4.9727 1.0854
H -1.2385 6.1396 2.7667
H -2.5694 4.8269 4.3664
H -3.2434 2.6751 5.3298
H -3.0093 0.2185 5.3765
H -1.6598 -0.9444 3.7383
```

=====

Formula: C41H36ClMnN6O3Sb
Source: the Open Molecules 2025 dataset
Level of theory: ωB97M-V with the def2-TZVPD basis set

Results
**Gap between HOMO and LUMO (alpha / beta)**: 6.81 / 6.01 eV
**<S²>**: 3.820
**LUMO energy (alpha / beta)**: -6.4 / -7.2 eV
**HOMO energy (alpha / beta)**: -13.20 / -13.22 eV
**2S+1**: 4
**Charge**: +2

XYZ file:
```
89
C41H36ClMnN6O3Sb | the Open Molecules 2025 dataset | ωB97M-V with the def2-TZVPD basis set
Mn -0.1517 -0.4426 -0.3545
O 0.9530 -0.7964 3.4700
C 0.8955 -0.7440 2.2714
N -0.1849 -0.4749 1.4680
C -1.3377 0.1145 1.8301
O -1.9638 0.0621 2.8465
C -1.8343 0.9001 0.5329
C -2.7603 1.9770 0.9703
C -2.5365 3.2740 0.6682
C -1.3795 3.6370 -0.0557
C -0.4752 2.6486 -0.3940
N -0.6614 1.3593 -0.1610
C 2.0674 -0.9192 1.3453
C 3.3049 -1.3103 1.8351
C 4.3576 -1.4868 0.9543
C 4.1200 -1.2369 -0.3913
C 2.8623 -0.8262 -0.7978
N 1.8201 -0.6685 0.0369
H -3.5830 1.6817 1.5997
H -3.2334 4.0295 0.9945
H -1.1862 4.6641 -0.3153
H 0.4513 2.9118 -0.8898
H 3.3953 -1.4809 2.8980
H 5.3260 -1.8042 1.3036
H 4.9026 -1.3519 -1.1253
H 2.6744 -0.6238 -1.8432
C 0.9135 1.0170 -5.7367
N 0.4466 0.2927 -4.5795
C -0.5294 -0.7659 -4.6477
C -0.7291 -1.0977 -3.1866
O -1.4517 -1.9520 -2.7180
N 0.0626 -0.2572 -2.4405
C 0.7355 0.5427 -3.3061
N 1.6257 1.4458 -2.9067
H 0.6442 0.4551 -6.6273
H 1.9979 1.1329 -5.7221
H 0.4438 2.0010 -5.7983
H -0.1620 -1.6357 -5.1988
H -1.4670 -0.4488 -5.1119
H 1.8075 1.5342 -1.9177
H 2.0980 2.0463 -3.5623
Cl -8.5065 0.2427 0.2692
C -6.8052 0.0895 0.0986
C -6.0885 -0.7096 0.9853
C -4.7200 -0.8201 0.8445
C -4.0488 -0.1459 -0.1722
C -2.5499 -0.2326 -0.2946
C -4.7802 0.6312 -1.0662
C -6.1477 0.7571 -0.9327
H -6.5977 -1.2339 1.7781
H -4.1764 -1.4354 1.5433
H -2.2737 -1.2362 0.0588
H -2.2912 -0.1083 -1.3559
H -4.2753 1.1380 -1.8755
H -6.7087 1.3687 -1.6214
C 1.8956 -5.4774 3.2700
C 0.8283 -4.6333 3.5266
C 0.2905 -3.8699 2.5047
C 0.8132 -3.9648 1.2239
C 1.9175 -4.7669 0.9790
C 2.4501 -5.5309 2.0021
Sb -0.2113 -3.0575 -0.4403
C -2.1607 -3.9543 -0.2341
C -2.7106 -4.6562 -1.2954
C -3.8938 -5.3511 -1.1091
C -4.5402 -5.3235 0.1163
C -4.0173 -4.5735 1.1563
C -2.8273 -3.8875 0.9826
C 0.7145 -4.1688 -2.0186
C 0.5364 -5.5413 -2.1054
C 1.1889 -6.2609 -3.0942
C 2.0308 -5.6163 -3.9873
C 2.2015 -4.2437 -3.9055
C 1.5382 -3.5209 -2.9274
H 2.3029 -6.0896 4.0585
H 0.4022 -4.5812 4.5166
H -0.5399 -3.2120 2.7261
H 2.3440 -4.8115 -0.0139
H 3.2872 -6.1811 1.8033
H -2.2137 -4.6626 -2.2555
H -4.3085 -5.9185 -1.9263
H -5.4549 -5.8766 0.2607
H -4.5245 -4.5224 2.1083
H -2.4228 -3.3169 1.8105
H -0.1029 -6.0474 -1.3956
H 1.0492 -7.3301 -3.1587
H 2.5573 -6.1822 -4.7415
H 2.8659 -3.7414 -4.5935
H 1.6657 -2.4449 -2.8622
```

=====

Formula: C41H36F6N2O2PSSbSeTl
Source: the Open Molecules 2025 dataset
Level of theory: ωB97M-V with the def2-TZVPD basis set

Results
**Gap between HOMO and LUMO (alpha / beta)**: 5.74 / 4.62 eV
**<S²>**: 0.764
**LUMO energy (alpha / beta)**: 3.7 / 2.6 eV
**HOMO energy (alpha / beta)**: -2.02 / -1.98 eV
**2S+1**: 2
**Charge**: -2

XYZ file:
```
92
C41H36F6N2O2PSSbSeTl | the Open Molecules 2025 dataset | ωB97M-V with the def2-TZVPD basis set
Tl 0.1067 1.4913 0.1591
O -2.1846 1.8722 0.7060
C -3.2979 1.5901 0.1427
C -4.3760 2.5242 0.1962
C -5.6003 2.2688 -0.3715
C -5.8550 1.0577 -1.0269
C -4.8364 0.1284 -1.0850
C -3.5691 0.3537 -0.5322
C -2.6357 -0.7556 -0.6250
N -1.3980 -0.8009 -0.2956
N -0.8697 -2.0824 -0.4541
C 0.4164 -2.1801 -0.2205
O 1.2520 -1.2827 0.1024
C 0.9155 -3.6049 -0.3666
C 0.0412 -4.6910 -0.4290
C 0.5245 -5.9842 -0.5513
C 1.8933 -6.2229 -0.6162
C 2.7703 -5.1508 -0.5541
C 2.2788 -3.8583 -0.4281
H -4.1739 3.4636 0.6963
H -6.3816 3.0204 -0.3092
H -6.8212 0.8543 -1.4716
H -5.0096 -0.8254 -1.5763
H -3.0633 -1.6865 -1.0125
H -1.0195 -4.4897 -0.3800
H -0.1707 -6.8152 -0.5954
H 2.2691 -7.2351 -0.7141
H 3.8411 -5.3192 -0.5957
H 2.9549 -3.0194 -0.3656
S 2.5870 -0.0812 -2.6154
Sb 4.0213 -0.3108 -0.9001
C 4.8220 1.5187 -0.1645
C 6.1643 1.5534 0.2100
C 6.6989 2.6990 0.7777
C 5.8932 3.8130 0.9784
C 4.5585 3.7850 0.6047
C 4.0213 2.6386 0.0269
C 5.7553 -1.0707 -1.9181
C 6.0650 -2.4230 -2.0306
C 7.1002 -2.8526 -2.8526
C 7.8369 -1.9314 -3.5806
C 7.5203 -0.5818 -3.4981
C 6.4820 -0.1585 -2.6822
C 4.1867 -1.2495 1.0114
C 5.1412 -2.2188 1.2851
C 5.3192 -2.6805 2.5854
C 4.5578 -2.1587 3.6165
C 3.6184 -1.1704 3.3488
C 3.4273 -0.7204 2.0521
H 6.7962 0.6828 0.0699
H 7.7431 2.7195 1.0681
H 6.3105 4.7090 1.4224
H 3.9244 4.6493 0.7365
H 2.9800 2.6464 -0.2795
H 5.4742 -3.1685 -1.5108
H 7.3191 -3.9107 -2.9325
H 8.6428 -2.2640 -4.2238
H 8.0758 0.1438 -4.0801
H 6.2324 0.8959 -2.6440
H 5.7677 -2.6181 0.5009
H 6.0594 -3.4462 2.7849
H 4.6940 -2.5156 4.6302
H 3.0237 -0.7577 4.1535
H 2.6762 0.0344 1.8504
F -0.0972 4.6191 -0.5831
P 0.8500 5.7526 0.0818
F 0.3045 6.8494 -0.9762
F 1.8244 6.8737 0.7479
F 1.4189 4.6529 1.1447
F 2.0360 5.3541 -0.9514
F -0.3231 6.1534 1.1173
C 1.1416 -0.2047 8.6900
C 0.8317 -0.4074 7.2312
C 0.3216 -1.6140 6.7654
C 0.0412 -1.8178 5.4218
C -0.4849 -3.1568 4.9831
C 0.2645 -0.7728 4.4987
Se -0.0398 -1.0828 2.6557
C 0.7655 0.4632 4.9609
C 1.0392 1.6370 4.0602
C 1.0447 0.6122 6.3161
H 0.9192 -1.1019 9.2682
H 0.5563 0.6188 9.1043
H 2.1957 0.0402 8.8365
H 0.1431 -2.4217 7.4686
H -0.6487 -3.8004 5.8486
H 0.2155 -3.6446 4.3028
H -1.4220 -3.0578 4.4358
H 0.6118 1.5039 3.0719
H 2.1154 1.7910 3.9411
H 0.6246 2.5498 4.4890
H 1.4356 1.5647 6.6617
```

=====

Formula: C41H36I2IrN7O4SSe
Source: the Open Molecules 2025 dataset
Level of theory: ωB97M-V with the def2-TZVPD basis set

Results
**Gap between HOMO and LUMO (alpha / beta)**: 6.74 / 5.91 eV
**<S²>**: 0.797
**LUMO energy (alpha / beta)**: -3.6 / -4.4 eV
**HOMO energy (alpha / beta)**: -10.31 / -10.31 eV
**2S+1**: 2
**Charge**: +1

XYZ file:
```
93
C41H36I2IrN7O4SSe | the Open Molecules 2025 dataset | ωB97M-V with the def2-TZVPD basis set
Ir -0.2906 -0.3804 0.0791
I 2.6303 -1.0461 7.0317
C 1.6009 -1.2071 5.2303
C 0.2766 -1.6176 5.2217
C -0.4044 -1.7066 4.0197
I -2.4140 -2.2442 4.0129
C 0.2175 -1.4186 2.7971
O -0.5137 -1.5675 1.6849
C 1.5614 -0.9915 2.8263
C 2.3073 -0.6274 1.5670
N 1.5568 0.3559 0.7435
C 2.3303 0.8539 -0.4008
C 1.4301 1.4104 -1.4813
C 2.1055 2.2796 -2.4346
C 1.5306 3.2910 -3.0802
C -0.7936 2.4528 -3.4364
C -0.8029 1.2136 -2.5099
N 0.1956 1.0522 -1.4408
C 2.2303 -0.8875 4.0399
H -0.2314 -1.8524 6.1468
H 2.4695 -1.5046 0.9395
H 3.2878 -0.2149 1.8176
H 1.3194 1.1459 1.3410
H 2.8800 0.0190 -0.8509
H 3.0692 1.5956 -0.0869
H 3.1782 2.1405 -2.5054
H 2.1533 3.9247 -3.7016
H -1.8261 2.8045 -3.5177
H -1.7519 1.1247 -1.9997
H 3.2593 -0.5494 4.0484
C -0.6040 2.3404 4.4812
C 0.0721 2.0193 3.1456
C -0.4143 2.9201 2.0402
C -0.0510 4.2613 2.0681
C -0.6285 5.1756 1.2047
C -1.6334 4.7535 0.3536
C -2.0253 3.4172 0.2861
C -3.2363 3.1164 -0.5740
C -4.5243 3.6531 0.0564
C -1.3380 2.4796 1.0806
N -1.5701 1.0736 0.8893
C -2.8023 0.6273 0.9842
C -3.1293 -0.5759 0.3494
C -4.3006 -1.3135 0.1322
C -3.9616 -2.3174 -0.7650
C -2.5976 -2.1643 -1.0653
N -2.1039 -1.1168 -0.4032
H -0.2237 1.6854 5.2651
H -1.6824 2.1915 4.4069
H -0.4242 3.3738 4.7782
H -0.1552 0.9863 2.9031
H 1.1564 2.1221 3.2697
H 0.6703 4.5938 2.8058
H -0.3410 6.2182 1.2377
H -2.1492 5.4770 -0.2684
H -3.3633 2.0508 -0.7536
H -3.1024 3.5962 -1.5468
H -4.7067 3.1968 1.0306
H -5.3818 3.4434 -0.5825
H -4.4677 4.7311 0.2070
H -3.5533 1.2347 1.4804
H -5.2674 -1.1204 0.5680
H -4.6111 -3.0734 -1.1736
H -1.9916 -2.7428 -1.7460
Se 0.3220 -3.5889 0.4720
N 0.6211 -2.1295 -0.5821
C 1.3379 -2.5134 -1.6322
C 1.7624 -1.6988 -2.7244
C 2.5036 -2.2607 -3.7096
C 2.8793 -3.6447 -3.6921
C 2.4808 -4.4596 -2.6914
C 1.6858 -3.9151 -1.6317
N 1.2294 -4.6201 -0.6190
H 1.4381 -0.6750 -2.7840
H 2.8024 -1.6559 -4.5560
H 3.4762 -4.0327 -4.5060
H 2.7340 -5.5101 -2.6606
O 0.5462 1.7104 -6.8800
S 0.0274 0.0816 -7.0789
O -1.3388 0.1733 -7.5332
N -0.0416 -0.4317 -5.4967
C -0.3326 0.4452 -4.6151
O -0.6793 0.0651 -3.3586
C -0.3470 1.8645 -4.7273
C 0.0679 3.6397 -2.9848
C -0.2435 4.8550 -3.8163
C -0.1947 4.9047 -5.1754
C 0.0839 3.8730 -6.1024
C 0.0855 2.4756 -5.8643
H -0.1657 3.8516 -1.9340
H -0.4574 5.7738 -3.2850
H -0.3449 5.8811 -5.6216
H 0.2769 4.1590 -7.1284
```